Entry from the Open Molecules 2025 dataset: C31H48AsF14O9S6 as an isolated structure in a non-equilibrium geometry (ωB97M-V with the def2-TZVPD basis set).

The geometry in XYZ format:
```
109
C31H48AsF14O9S6 | the Open Molecules 2025 dataset | ωB97M-V with the def2-TZVPD basis set
As -0.18122 0.42431 -0.42683
F -1.90435 0.51412 -0.79664
F -0.02243 -1.14347 -1.24437
F 1.50306 0.34287 -0.00918
F -0.44304 1.89373 0.50506
F -0.64179 -0.43270 1.05713
F 0.27050 1.27277 -1.87944
C -4.02578 -1.26587 -2.86889
C -2.91387 -2.33432 -2.86707
C -2.75632 -2.91166 -1.45471
F -3.96041 -3.06373 -0.84140
F -2.10457 -4.11085 -1.47685
F -3.11917 -3.27487 -3.83002
F -1.78892 -1.64772 -3.19182
O -4.05377 -0.46339 -4.03316
C -5.23565 -0.35262 -4.73495
C -6.24955 0.52194 -3.96240
F -5.63972 1.39069 -3.08233
F -7.06173 1.21444 -4.78762
F -4.88877 0.23315 -5.89639
F -5.77556 -1.56400 -4.97420
H -3.85983 -0.62783 -1.99824
H -4.99623 -1.72305 -2.65706
H -2.13071 -2.29234 -0.80287
H -6.82412 -0.11202 -3.26855
C 4.60821 4.91092 0.80748
S 2.99123 4.87516 -0.08128
O 3.05182 5.80237 -1.27141
C 3.11381 3.17266 -0.71858
H 5.05861 5.88905 0.92552
H 5.30995 4.30478 0.22898
H 4.37666 4.31537 1.69158
H 4.06688 2.91858 -1.19543
H 2.43731 2.90981 -1.52994
H 3.01830 2.52047 0.15071
C -3.63188 1.29238 5.29492
S -3.54059 -0.42936 4.72787
O -4.74903 -0.65858 3.85829
C -2.08304 -0.50715 3.65943
H -3.73816 1.99522 4.47225
H -2.83296 1.53624 5.99973
H -4.47102 1.35556 5.99174
H -2.05651 -1.44073 3.10289
H -1.21224 -0.33046 4.29108
H -2.08714 0.25539 2.87769
C 0.82878 2.66260 3.15971
S -0.46341 3.00714 4.34014
O -0.39980 2.10284 5.54607
C 0.28770 4.59302 4.88815
H 0.83642 3.43145 2.38902
H 0.61136 1.70332 2.69252
H 1.82514 2.52613 3.58964
H 1.17099 4.36479 5.47878
H -0.44961 5.16774 5.44219
H 0.50555 5.09577 3.94670
C 1.52719 -0.72388 3.59692
S 3.34958 -0.86936 3.77654
O 3.79715 0.54506 3.41133
C 3.31928 -0.86870 5.56701
H 1.26496 -0.44049 2.57929
H 1.28639 0.12516 4.23407
H 1.05176 -1.67349 3.83778
H 4.29562 -0.81810 6.04309
H 2.80099 -1.77525 5.89203
H 2.73269 -0.02465 5.93338
C -2.51303 3.67610 -4.63681
S -2.57985 4.68259 -3.12513
O -3.58314 5.79417 -3.35892
C -3.27677 3.41668 -2.00742
H -1.79910 2.89252 -4.35214
H -2.08447 4.21376 -5.47282
H -3.44623 3.12381 -4.73788
H -3.08145 2.37487 -2.26090
H -4.34646 3.62874 -1.98406
H -2.87576 3.53550 -1.00384
C -5.63669 3.86777 1.07908
S -4.06238 4.19577 1.98857
O -4.32999 3.97882 3.46167
C -3.32062 2.56751 1.57455
H -6.33139 3.32245 1.72155
H -5.51922 3.10573 0.30344
H -6.04195 4.77730 0.64606
H -3.95341 1.74695 1.91913
H -2.36435 2.54285 2.09351
H -3.11181 2.31834 0.53519
C 2.67742 -2.73959 -0.22720
C 2.38327 -3.95182 0.39803
C 3.02020 -5.11297 -0.04551
C 3.97258 -5.06839 -1.07520
C 4.20571 -3.86623 -1.72478
C 3.51262 -2.74165 -1.32620
C 5.08237 -3.83171 -2.94024
O 5.33195 -2.82746 -3.55902
C 5.58447 -5.15966 -3.37496
C 6.27233 -5.25623 -4.60306
C 7.03529 -6.37158 -4.93789
C 7.01581 -7.48255 -4.10915
C 6.24603 -7.44583 -2.93988
C 5.55384 -6.30623 -2.56681
C 4.71961 -6.34206 -1.33536
O 4.64819 -7.31234 -0.62025
H 2.09662 -1.87830 0.06747
H 1.69095 -4.03071 1.22504
H 2.83865 -6.01616 0.52023
H 3.60644 -1.75649 -1.76857
H 6.27105 -4.41568 -5.28273
H 7.74896 -6.35523 -5.75136
H 7.47241 -8.46152 -4.17972
H 6.26630 -8.33820 -2.33081
```

For the gap between HOMO and LUMO, the calculation gives 7.0 eV. As for the calculated total energy: -215249.374 eV. As for the HOMO energy: -6.4047 eV. The calculation puts the relative energy (zero: lowest compared OMol25 entry of this formula, charge and spin) at 0.0 kcal per mole. The value obtained for the largest force on an atom is 2.37 eV/A. The charge is -1.